1.
{"formula": "C9H20N3O", "method": "ωB97M-V with the def2-TZVPD basis set", "symbols": ["C", "C", "C", "C", "C", "C", "C", "C", "C", "N", "N", "N", "O", "H", "H", "H", "H", "H", "H", "H", "H", "H", "H", "H", "H", "H", "H", "H", "H", "H", "H", "H", "H"], "positions_angstrom": [[0.103, 0.240, 1.638], [0.448, -1.547, -1.222], [-0.957, -1.096, -0.755], [1.666, -2.116, 0.791], [-0.294, 1.029, 0.599], [0.895, -3.905, -0.607], [-2.440, 0.904, -0.602], [0.396, 2.657, -1.048], [0.155, 3.202, 1.356], [1.069, -2.433, -0.341], [-1.101, 0.384, -0.426], [0.036, 2.265, 0.311], [1.000, 0.611, 2.497], [-0.375, -0.732, 1.747], [0.240, -2.199, -2.082], [1.038, -0.715, -1.528], [-1.577, -1.112, -1.627], [-1.318, -1.761, -0.028], [2.148, -1.180, 1.104], [1.932, -2.991, 1.419], [0.281, -4.063, -1.525], [1.872, -4.567, -0.733], [0.288, -4.401, 0.157], [-3.015, 0.718, -1.478], [-3.119, 0.546, 0.113], [-2.332, 1.961, -0.712], [-0.426, 3.234, -1.305], [1.308, 3.283, -1.142], [0.543, 1.761, -1.642], [-0.496, 3.995, 0.947], [-0.380, 2.845, 2.226], [1.178, 3.576, 1.619], [1.232, 1.606, 2.279]], "atomic_forces_ev_per_a": [[-2.77, 0.05, -3.37], [-2.18, 0.38, -2.01], [0.73, 3.41, -0.52], [0.59, -1.56, -1.30], [-1.35, -5.49, -0.56], [0.30, -1.94, -0.91], [0.71, 0.45, -0.33], [1.30, -0.44, 0.98], [-0.80, 1.91, -0.17], [2.28, -1.68, 4.18], [0.98, -1.68, -0.58], [2.20, 0.74, -0.37], [3.33, 3.52, 1.99], [0.07, 0.29, 0.54], [0.28, 0.79, -0.18], [0.65, 0.58, -0.01], [-0.51, -0.64, -0.46], [-0.75, -1.00, 1.24], [-1.03, 0.09, -0.55], [-0.25, 0.64, -0.37], [0.75, 0.46, 0.58], [-1.73, 2.06, 0.34], [0.28, 0.44, 0.30], [0.50, -1.04, -1.62], [-0.88, 0.15, 1.84], [-0.29, 0.94, 0.88], [-1.40, 1.22, -1.74], [-0.39, -0.38, 0.55], [-0.33, 0.22, -0.19], [0.69, 0.81, 0.89], [0.07, -0.11, 0.34], [-0.67, -0.22, -0.33], [-0.38, -2.99, 0.93]], "lowdin_charge": [-0.236, -0.127, -0.095, 0.203, -0.322, 0.002, -0.058, -0.009, -0.066, -0.146, -0.132, -0.209, 0.002, 0.119, 0.126, 0.134, 0.114, 0.103, 0.124, 0.135, 0.104, 0.155, 0.101, 0.081, 0.078, 0.082, 0.063, 0.108, 0.086, 0.113, 0.106, 0.116, 0.144], "total_charge": 1, "relative_energy_kj_mol": 452.2, "total_energy_ha": -594.0240, "fmax_ha_per_bohr": 0.111, "smiles": "C=[N+](C)CCN(C)/C(=C/O)N(C)C"}


2.
{"formula": "C4H8N2S", "method": "ωB97M-V with the def2-TZVPD basis set", "symbols": ["C", "C", "C", "C", "H", "H", "H", "H", "H", "H", "H", "H", "N", "N", "S"], "positions_angstrom": [[0.546, 1.524, 0.226], [-0.745, 1.061, -0.552], [-0.289, -1.242, 0.573], [0.987, -1.401, -0.468], [1.090, 2.175, -0.564], [0.243, 2.014, 1.233], [-0.536, 0.932, -1.569], [-1.426, 1.887, -0.519], [-0.833, -2.274, 1.184], [0.033, -0.731, 1.479], [0.829, -1.934, -1.480], [2.286, 0.959, 0.993], [1.890, -0.380, -0.503], [1.437, 0.392, 0.583], [-1.748, -0.173, 0.001]], "atomic_forces_ev_per_a": [[-0.70, -0.24, -0.89], [1.46, 2.95, 0.64], [-1.40, -3.42, 1.67], [-1.04, 2.96, -1.68], [-0.88, -0.33, 1.65], [0.73, -0.51, -1.88], [0.75, -0.27, -1.58], [-0.17, 1.07, -0.22], [1.75, 2.47, -2.74], [0.13, -0.31, -0.57], [0.63, 0.16, 2.03], [-1.66, -1.72, -1.12], [-3.90, -3.59, 1.02], [3.87, 4.38, 2.08], [0.43, -3.62, 1.58]], "lowdin_charge": [-0.222, -0.634, -0.429, -0.106, 0.129, 0.144, 0.045, 0.052, 0.139, 0.022, 0.114, 0.152, 0.012, -0.247, 0.828], "total_charge": 0, "relative_energy_kj_mol": 493.1, "total_energy_ha": -664.7450, "fmax_ha_per_bohr": 0.121, "smiles": "C1=NNCCSC1"}


3.
{"formula": "C45H40N8O2P2RuSe2", "method": "ωB97M-V with the def2-TZVPD basis set", "symbols": ["Ru", "C", "C", "N", "N", "C", "O", "C", "C", "C", "C", "C", "C", "C", "C", "C", "C", "C", "N", "H", "H", "H", "H", "H", "H", "H", "H", "H", "H", "H", "H", "Se", "P", "C", "C", "C", "C", "C", "C", "C", "C", "C", "C", "C", "C", "C", "C", "N", "N", "N", "P", "Se", "C", "C", "C", "C", "C", "C", "C", "C", "C", "C", "C", "C", "H", "H", "H", "H", "H", "H", "H", "H", "H", "H", "H", "H", "H", "H", "H", "H", "H", "H", "H", "H", "N", "C", "N", "C", "C", "O", "C", "C", "H", "H", "H", "H", "H", "H", "H", "H"], "positions_angstrom": [[0.227, 0.377, 0.297], [-2.893, -2.181, 1.805], [-1.781, -1.223, 1.582], [-1.285, -0.958, 0.419], [-1.804, -1.478, -0.730], [-1.315, -0.808, -1.739], [-0.442, 0.168, -1.554], [-1.708, -1.104, -3.115], [-1.047, -0.470, -4.167], [-1.407, -0.752, -5.473], [-2.425, -1.662, -5.728], [-3.082, -2.296, -4.680], [-2.727, -2.022, -3.373], [-1.195, -0.431, 2.675], [-1.596, -0.538, 3.993], [-1.028, 0.305, 4.939], [-0.085, 1.239, 4.547], [0.279, 1.303, 3.212], [-0.260, 0.485, 2.308], [-3.215, -2.611, 0.863], [-3.738, -1.678, 2.280], [-2.565, -2.981, 2.473], [-0.251, 0.232, -3.956], [-0.896, -0.267, -6.293], [-2.708, -1.880, -6.749], [-3.874, -3.003, -4.887], [-3.232, -2.510, -2.552], [-2.351, -1.259, 4.270], [-1.332, 0.238, 5.975], [0.364, 1.921, 5.254], [0.996, 2.023, 2.843], [3.264, 5.717, -3.011], [1.425, 5.661, -2.006], [-0.024, 5.625, -3.086], [-1.316, 5.629, -2.556], [-2.406, 5.602, -3.408], [-2.215, 5.575, -4.785], [-0.934, 5.577, -5.312], [0.165, 5.603, -4.464], [1.188, 6.981, -0.808], [0.432, 8.101, -1.133], [0.353, 9.159, -0.239], [1.026, 9.100, 0.970], [1.788, 7.983, 1.293], [1.873, 6.927, 0.404], [1.150, 4.165, -0.970], [1.721, 2.916, -0.857], [0.953, 2.241, 0.049], [-0.043, 3.054, 0.462], [0.067, 4.187, -0.127], [3.130, 2.010, -1.500], [2.596, -0.096, -1.149], [4.612, 2.422, -0.579], [5.370, 1.427, 0.037], [6.520, 1.772, 0.730], [6.907, 3.101, 0.818], [6.148, 4.092, 0.211], [5.002, 3.761, -0.492], [3.294, 2.244, -3.248], [2.151, 2.370, -4.037], [2.292, 2.509, -5.404], [3.559, 2.514, -5.975], [4.692, 2.372, -5.186], [4.565, 2.230, -3.813], [-1.468, 5.662, -1.485], [-3.408, 5.614, -2.999], [-3.071, 5.563, -5.447], [-0.787, 5.574, -6.383], [1.172, 5.617, -4.863], [-0.092, 8.154, -2.079], [-0.234, 10.032, -0.492], [0.962, 9.927, 1.664], [2.319, 7.942, 2.234], [2.482, 6.063, 0.650], [5.072, 0.390, -0.030], [7.118, 1.000, 1.195], [7.805, 3.366, 1.360], [6.451, 5.128, 0.274], [4.429, 4.536, -0.985], [1.164, 2.397, -3.586], [1.414, 2.636, -6.024], [3.665, 2.634, -7.045], [5.674, 2.381, -5.638], [5.447, 2.147, -3.191], [1.412, -1.486, 1.287], [2.130, -2.207, 1.844], [2.940, -3.013, 2.458], [3.152, -2.935, 3.915], [3.298, -4.350, 4.450], [4.323, -5.030, 3.760], [4.005, -5.195, 2.394], [3.901, -3.845, 1.705], [2.307, -2.421, 4.370], [4.067, -2.367, 4.104], [2.349, -4.891, 4.348], [3.577, -4.325, 5.502], [3.064, -5.748, 2.287], [4.808, -5.777, 1.946], [3.546, -3.952, 0.681], [4.871, -3.343, 1.702]], "atomic_forces_ev_per_a": [[-0.47, 0.18, -0.47], [-0.01, -0.01, 0.00], [-0.07, 0.00, 0.07], [-0.12, -0.18, 0.18], [0.07, 0.13, 0.08], [-0.09, -0.09, -0.19], [0.24, -0.02, 0.33], [0.04, 0.03, 0.00], [-0.02, -0.01, 0.00], [0.00, 0.00, 0.02], [0.00, 0.00, 0.00], [-0.01, -0.01, -0.01], [-0.01, -0.01, 0.01], [-0.02, -0.02, 0.05], [0.02, 0.02, -0.05], [-0.02, -0.02, 0.02], [0.03, 0.04, -0.04], [-0.06, 0.00, 0.03], [0.03, -0.12, 0.12], [0.00, 0.00, 0.00], [0.00, 0.01, 0.00], [0.00, 0.00, 0.00], [0.01, 0.01, 0.00], [0.01, 0.00, 0.00], [0.00, 0.00, -0.01], [0.00, -0.01, 0.00], [0.00, 0.01, 0.00], [0.00, -0.01, 0.01], [0.00, 0.00, 0.00], [0.00, 0.00, 0.01], [0.02, -0.01, 0.02], [-0.02, -0.01, 0.02], [0.01, -0.10, 0.05], [-0.01, 0.02, -0.09], [0.01, 0.01, 0.04], [0.00, -0.01, -0.05], [-0.04, 0.00, 0.03], [0.03, -0.01, -0.01], [0.00, -0.01, 0.01], [-0.01, 0.01, 0.01], [-0.01, 0.00, -0.02], [0.00, -0.01, 0.01], [0.00, -0.01, 0.00], [-0.02, 0.02, -0.01], [0.02, -0.01, 0.00], [0.01, 0.12, 0.02], [0.02, -0.13, -0.02], [0.14, 0.18, -0.02], [0.06, -0.24, -0.05], [0.03, 0.11, 0.02], [-0.04, -0.01, 0.07], [0.18, 0.04, -0.05], [0.01, 0.06, 0.00], [0.02, -0.02, -0.04], [0.00, 0.00, -0.01], [0.00, -0.01, 0.01], [-0.01, 0.02, -0.02], [0.00, -0.02, 0.05], [0.12, -0.04, -0.07], [-0.03, 0.02, 0.00], [-0.01, 0.02, 0.02], [0.02, 0.00, -0.01], [-0.02, -0.01, 0.02], [-0.03, 0.09, -0.04], [0.01, 0.00, 0.00], [-0.02, 0.00, 0.01], [-0.01, 0.00, 0.00], [0.00, 0.00, -0.01], [-0.01, 0.00, 0.00], [0.01, 0.00, 0.00], [-0.01, 0.01, 0.00], [0.00, 0.01, 0.00], [0.01, 0.00, 0.01], [0.00, 0.00, 0.00], [-0.01, 0.00, 0.01], [0.00, -0.01, 0.01], [0.01, 0.00, 0.01], [0.01, 0.01, 0.00], [-0.01, 0.01, 0.00], [0.02, -0.02, 0.00], [-0.01, 0.00, -0.01], [0.00, 0.00, -0.01], [0.01, 0.00, 0.00], [0.01, -0.02, 0.01], [-0.14, -0.03, -0.01], [0.11, 0.20, -0.03], [-0.03, -0.15, -0.02], [0.01, 0.02, 0.00], [-0.01, -0.01, 0.02], [0.01, 0.01, 0.00], [0.03, -0.02, -0.02], [0.00, 0.00, -0.03], [0.00, -0.02, 0.00], [-0.02, 0.00, 0.02], [0.00, 0.02, 0.01], [0.00, 0.01, -0.01], [0.00, 0.01, 0.00], [-0.01, 0.00, 0.00], [0.01, 0.00, 0.01], [0.00, -0.02, 0.01]], "lowdin_charge": [1.462, 0.014, -0.225, -0.109, 0.127, -0.371, -0.243, -0.155, -0.009, -0.053, -0.047, -0.051, -0.012, -0.205, 0.031, 0.003, -0.004, -0.081, -0.058, 0.083, 0.109, 0.108, 0.100, 0.111, 0.116, 0.115, 0.114, 0.128, 0.132, 0.128, 0.116, 0.433, 0.549, -0.363, -0.091, -0.063, -0.062, -0.066, -0.109, -0.367, -0.068, -0.056, -0.060, -0.067, -0.096, -0.344, -0.392, -0.255, -0.036, 0.052, 0.733, 0.576, -0.360, -0.111, -0.061, -0.047, -0.045, -0.088, -0.423, -0.111, -0.059, -0.039, -0.045, -0.075, 0.100, 0.111, 0.112, 0.111, 0.056, 0.112, 0.114, 0.112, 0.109, 0.101, 0.048, 0.113, 0.118, 0.120, 0.004, 0.108, 0.115, 0.118, 0.119, 0.116, 0.081, -0.235, -0.072, -0.088, -0.181, -0.107, -0.176, -0.083, 0.130, 0.138, 0.134, 0.139, 0.135, 0.140, 0.137, 0.138], "spin_multiplicity": 5, "total_charge": 2, "relative_energy_kj_mol": 60.3, "s_squared": 6.03, "total_energy_ha": -7907.2385, "fmax_ha_per_bohr": 0.013}